# 1
C21H43CoN2P3Se as an isolated structure at a distorted geometry, computed with ωB97M-V/def2-TZVPD.

Last column: Mulliken charge in e.
CARTESIAN COORDINATES (ANGSTROEM)
1 Co -0.1935 -0.6004 -0.4148  0.45
2 P 0.1533 1.3497 0.9080  0.30
3 P -2.2579 -0.1039 -0.5853  1.09
4 P 1.9110 -0.7338 -0.7860  0.77
5 H -1.5567 -1.9182 -3.7001  0.46
6 C -0.8242 -2.5952 -3.2538  -1.53
7 C -0.4253 -2.5691 -1.9806  -0.32
8 H -0.8305 -1.8438 -1.2147  0.60
9 C 0.2154 2.8500 -0.1245  -1.00
10 C -1.0957 1.8027 2.1579  -1.30
11 C 1.6560 1.5693 1.9140  -1.56
12 C -3.0973 -1.1739 -1.8003  -1.36
13 C -3.2958 -0.4465 0.8837  -1.44
14 C -2.8137 1.5580 -1.1090  -1.24
15 C 2.4531 -2.0130 -1.9764  -1.32
16 C 2.9319 -1.2640 0.6530  -1.35
17 C 2.7815 0.7384 -1.4600  -0.98
18 H -0.4589 -3.3737 -3.9282  0.38
19 H 0.1464 -3.4676 -1.7056  0.63
20 H 0.3289 3.7462 0.4966  0.49
21 H -0.7050 2.9268 -0.7063  0.23
22 H 1.0532 2.7944 -0.8241  0.21
23 H -0.7460 2.6872 2.7081  0.59
24 H -1.2247 0.9787 2.8670  0.32
25 H -2.0642 2.0347 1.7103  0.40
26 H 1.6030 2.5275 2.4499  0.61
27 H 2.5592 1.5647 1.2972  0.38
28 H 1.7193 0.7634 2.6510  0.39
29 H -4.1273 -0.8563 -1.9836  0.57
30 H -3.0814 -2.2441 -1.5588  0.41
31 H -2.5395 -1.0429 -2.7280  0.15
32 H -4.3402 -0.4732 0.5498  0.50
33 H -3.1538 0.3368 1.6324  0.37
34 H -3.0163 -1.4160 1.3127  0.28
35 H -3.8642 1.4823 -1.4107  0.53
36 H -2.2215 1.8931 -1.9609  0.14
37 H -2.7368 2.3085 -0.3179  0.42
38 H 3.5310 -1.9178 -2.1629  0.58
39 H 1.9078 -1.8924 -2.9193  0.29
40 H 2.2508 -3.0220 -1.5968  0.35
41 H 3.9740 -1.3710 0.3134  0.48
42 H 2.5671 -2.2289 1.0251  0.35
43 H 2.8852 -0.5271 1.4621  0.36
44 H 3.7174 0.3400 -1.8651  0.54
45 H 3.0238 1.5127 -0.7221  0.40
46 H 2.2107 1.2155 -2.2674  -0.03
47 C 0.6338 1.5460 -5.1683  -0.05
48 C 0.4531 0.2247 -4.7774  0.97
49 C 0.4813 -0.8036 -5.7104  -0.49
50 C 0.7214 -0.5224 -7.0654  -0.59
51 C 0.9503 0.7988 -7.4492  -0.71
52 C 0.9353 1.8229 -6.5083  -0.42
53 Se 0.4842 2.9570 -3.8988  0.27
54 H -0.9838 2.9648 -3.8481  0.28
55 H 0.2293 -0.0061 -3.7356  0.05
56 H 0.3158 -1.8308 -5.4010  0.30
57 H 0.7273 -1.3259 -7.7968  0.45
58 H 1.1323 0.9990 -8.5070  0.41
59 H 1.1132 2.8517 -6.7863  0.45
60 C -0.4151 -3.1970 4.5329  -0.85
61 N -0.4013 -2.9956 3.1001  0.13
62 C -0.6598 -3.9933 2.1747  -1.11
63 C -0.6809 -3.4016 0.9560  -0.85
64 N -0.3944 -2.0508 1.1108  1.34
65 C -0.2351 -1.8310 2.4258  -0.47
66 H -1.4193 -3.4714 4.8872  0.36
67 H 0.2560 -4.0154 4.8266  0.34
68 H -0.1115 -2.2900 5.0627  0.32
69 H -0.8323 -5.0136 2.4578  0.46
70 H -0.8741 -3.8433 0.0031  0.66
71 H -0.0082 -0.8829 2.9187  0.14

## Properties
⟨S²⟩   6.027
Total energy   -156266.2005 eV
Spin multiplicity   5
Molecular weight   554.4 g/mol
Net charge   +3
HOMO energy (spin up / spin down)   -0.5947 / -0.6411 hartree

# 2
C17H29N2Ti as an isolated structure at a distorted geometry, computed with ωB97M-V/def2-TZVPD.

Last column: Mulliken charge in e.
CARTESIAN COORDINATES (ANGSTROEM)
1 C -0.0905 -2.0571 -1.5905  -1.15
2 H -0.9948 -1.7733 -2.1993  0.54
3 H 0.6919 -2.4334 -2.2650  0.48
4 H -1.3321 1.0119 -0.1149  0.51
5 C -0.3969 -3.0410 -0.4796  0.03
6 H 0.4100 -3.0383 0.2708  0.21
7 H -1.3117 -2.7762 0.0738  0.25
8 C -0.5613 -4.4405 -1.0847  -1.35
9 H -0.4842 -5.2003 -0.3085  0.39
10 H -1.5225 -4.5373 -1.5955  0.34
11 H 0.2263 -4.6018 -1.8223  0.36
12 C 0.8346 1.5817 0.4304  1.03
13 C 1.4273 0.2974 0.7089  0.78
14 C 1.8509 -0.2702 -0.5446  0.62
15 C 1.3757 0.5826 -1.6109  0.48
16 C 0.7338 1.7267 -1.0025  0.62
17 C 0.3643 2.9704 -1.7332  -1.88
18 C 1.6300 0.4119 -3.0704  -1.47
19 C 2.7776 -1.4324 -0.6833  -1.37
20 C 1.9189 -0.1388 2.0455  -1.90
21 C 0.7406 2.6869 1.4111  -1.68
22 Ti -0.3313 -0.2698 -0.6421  -0.31
23 H 0.9715 1.0511 -3.6689  0.38
24 H 2.6695 0.6477 -3.3500  0.35
25 H 1.4442 -0.6182 -3.3856  0.28
26 H -0.0233 2.7429 -2.7328  0.43
27 H -0.4115 3.5497 -1.2180  0.31
28 H 1.2302 3.6412 -1.8688  0.33
29 H 0.5357 2.3321 2.4305  0.38
30 H 1.7057 3.2236 1.4525  0.37
31 H -0.0294 3.4269 1.1580  0.39
32 H 2.1135 -1.2175 2.0629  0.53
33 H 2.8650 0.3612 2.3188  0.33
34 H 1.1917 0.0836 2.8355  0.38
35 H 2.4540 -2.1753 -1.4187  0.29
36 H 3.7630 -1.0734 -1.0160  0.37
37 H 2.9140 -1.9603 0.2684  0.36
38 C -2.0198 -0.8541 2.3136  -1.09
39 C -2.4485 0.4395 1.7104  0.59
40 N -2.0688 1.0938 0.5779  0.36
41 C -2.5244 2.4220 0.6355  -0.39
42 C -3.3440 2.4867 1.6854  -0.62
43 N -3.2512 1.2765 2.3594  -0.01
44 H -2.3346 -0.8552 3.3762  0.42
45 H -2.4995 -1.7306 1.8427  0.30
46 H -0.9210 -0.9982 2.3293  0.20
47 H -2.1979 3.1483 -0.0941  0.53
48 H -4.0395 3.2466 1.9709  0.44
49 H -3.7012 1.0506 3.2317  0.24

## Properties
⟨S²⟩   0.760
Total energy   -44177.2502 eV
Spin multiplicity   2
Molecular weight   309.3 g/mol
Net charge   +2
HOMO energy (spin up / spin down)   -0.5582 / -0.5586 hartree

# 3
An isolated molecule of C3H8N2O2 at a distorted geometry, computed with ωB97M-V/def2-TZVPD.

Last column: Mulliken charge in e.
CARTESIAN COORDINATES (ANGSTROEM)
1 C 1.3646 0.0003 0.4800  -1.57
2 C -0.0462 0.0606 -0.0429  1.14
3 C -0.0591 0.1252 -1.5550  -1.51
4 N -0.5953 -1.3456 0.5473  -0.72
5 N -0.9049 1.1077 0.6687  0.93
6 O -1.3865 2.0326 0.0531  -0.59
7 O -1.0239 0.8838 1.8557  -0.58
8 H 1.3748 -0.1103 1.5249  0.43
9 H 1.8503 -0.9011 -0.0062  0.33
10 H 1.9160 0.8210 0.3128  0.47
11 H -0.9799 -0.3217 -1.8106  0.41
12 H -0.1131 1.1129 -1.9278  0.40
13 H 0.7023 -0.5509 -1.9578  0.33
14 H -0.5650 -1.3552 1.5509  0.28
15 H -1.5342 -1.5592 0.3068  0.25

## Properties
Total energy   -10312.5436 eV
Molecular weight   104.1 g/mol
SMILES   CC(C)(N)[N+](=O)[O-]
Net charge   0
HOMO energy   -0.3674 hartree

# 4
A 2-piece molecular cluster, C3H2Cl4 overall at a distorted geometry, computed with ωB97M-V/def2-TZVPD.

Last column: Mulliken charge in e.
CARTESIAN COORDINATES (ANGSTROEM)
1 C 0.7755 0.5691 0.0171  -0.51
2 C 0.1520 1.3852 -0.7568  0.03
3 C -0.5494 -1.5834 0.5551  0.25
4 Cl 0.9086 2.9471 -0.9938  -0.21
5 Cl -1.4537 -1.8517 -0.8659  -0.10
6 Cl 0.6613 -2.7094 1.0292  -0.10
7 Cl -1.4968 -0.9349 1.8535  -0.09
8 H 1.6018 0.7164 0.6560  0.36
9 H -0.5993 1.4616 -1.4943  0.37

## Properties
⟨S²⟩   2.019
Total energy   -53227.6501 eV
Spin multiplicity   3
Molecular weight   179.9 g/mol
Net charge   0
HOMO energy (spin up / spin down)   -0.2958 / -0.3605 hartree